No. 1
ORCA calculation (ωB97M-V with the def2-TZVPD basis set) on a molecular structure, C29H46Cl2IrN4 in a non-equilibrium geometry.

Computed properties:
HOMO (alpha / beta) ... 2.347 / -3.637 eV
LUMO level (alpha / beta) ... 0.147 / 0.106 Ha
Energy relative to the best compared isomer or geometry (same formula, charge and spin) ... 0.0 kcal per mole
Gap between HOMO and LUMO (alpha / beta) ... 1.649 / 6.522 eV
Total energy ... -64657.4899 eV

```
! RIJCOSX wB97M-V def2-TZVPD def2/J DEFGRID3
* xyz -2 6
Ir -0.18 0.11 -0.01
Cl 1.83 -1.21 0.21
C 0.37 -0.07 -4.12
C 0.01 -0.31 -1.92
N 0.68 0.41 -2.88
H -0.88 -1.73 -4.72
N -0.61 -1.32 -2.62
H 0.77 0.32 -5.04
C 1.53 1.63 -2.73
C 2.22 1.93 -4.05
C 0.66 2.83 -2.40
H 1.51 2.24 -4.83
H 2.90 2.78 -3.90
H 2.82 1.09 -4.41
H 3.34 2.23 -1.74
H 3.17 0.47 -1.95
H -0.09 2.61 -1.63
C 2.63 1.39 -1.72
H 0.12 3.16 -3.29
H 1.29 3.66 -2.04
H 2.26 1.30 -0.70
C -0.45 -1.11 -3.96
C -2.86 -2.04 -1.93
H -3.24 -1.55 -2.83
H -3.49 -2.91 -1.72
C -1.42 -2.47 -2.13
H -1.52 -3.78 -0.44
C -1.43 -3.56 -3.20
H -0.42 -3.84 -3.51
H -2.96 -1.33 -1.09
H -0.60 -2.29 -0.13
H -2.02 -3.27 -4.08
H -1.91 -4.46 -2.78
C -0.82 -3.06 -0.88
H 0.14 -3.55 -1.09
C 0.62 1.02 4.00
N 0.66 1.30 2.66
H -0.33 -0.61 5.08
N -0.49 -0.54 2.93
H 1.08 1.64 4.75
C 1.50 2.41 2.16
C 1.62 3.48 3.23
C 2.90 1.87 1.85
H 2.25 3.15 4.06
H 2.10 4.36 2.80
H 0.64 3.79 3.62
H 1.51 3.83 0.56
H -0.12 3.42 1.16
H 2.86 0.90 1.34
C 0.87 3.02 0.94
H 3.47 1.75 2.78
H 3.44 2.59 1.22
H 0.80 2.27 0.13
C -0.09 -0.11 4.17
C -0.23 -2.93 2.39
H 0.36 -3.21 3.26
H -0.80 -3.81 2.05
C -1.21 -1.82 2.76
H -2.83 -2.60 1.58
C -1.83 -2.23 4.09
H -2.47 -1.45 4.51
H 0.46 -2.62 1.61
H -1.99 -1.25 0.78
H -1.06 -2.51 4.82
H -2.45 -3.12 3.93
C -2.33 -1.64 1.75
H -3.06 -0.91 2.13
C 0.01 0.31 1.97
Cl -4.65 0.93 1.29
C -4.30 0.96 -0.40
C -5.37 0.83 -1.28
C -5.18 0.94 -2.66
C -3.89 1.18 -3.14
C -2.82 1.34 -2.26
C -2.98 1.16 -0.89
C -1.80 1.34 0.06
H -6.36 0.66 -0.86
H -6.02 0.83 -3.33
H -3.72 1.28 -4.21
H -1.83 1.63 -2.64
H -1.38 2.35 -0.03
H -2.15 1.24 1.10
*
```

No. 2
ORCA calculation (ωB97M-V with the def2-TZVPD basis set) on a molecular structure, C29H46FeP2 in a non-equilibrium geometry.

Computed properties:
HOMO (alpha / beta) ... -9.637 / -9.559 eV
LUMO level (alpha / beta) ... -0.099 / -0.130 Ha
Gap between HOMO and LUMO (alpha / beta) ... 6.941 / 6.020 eV
Total energy ... -83767.1094 eV

```
! RIJCOSX wB97M-V def2-TZVPD def2/J DEFGRID3
* xyz 1 6
Fe -1.79 -2.15 -2.80
C -2.06 -1.75 2.05
C -1.58 -2.85 1.22
C 0.25 -1.77 2.20
C -0.93 -1.05 2.59
C -0.18 -2.92 1.46
C -3.49 -1.49 2.29
H -4.11 -1.92 1.49
H -3.72 -0.43 2.38
H -3.78 -1.99 3.22
C -0.93 0.23 3.32
H -1.79 0.86 3.07
H -0.05 0.87 3.12
H -0.95 0.09 4.40
C 1.63 -1.32 2.39
H 2.04 -1.64 3.35
H 1.73 -0.22 2.36
H 2.31 -1.71 1.62
C 0.67 -4.02 0.96
H 0.54 -4.91 1.60
H 1.74 -3.75 0.97
H 0.40 -4.33 -0.06
C -2.40 -3.58 0.21
H -2.03 -4.57 -0.09
H -2.48 -2.96 -0.74
H -3.40 -3.71 0.61
C -0.51 3.23 0.59
C -1.46 2.30 0.74
C -1.53 1.16 -0.24
C -0.40 0.05 -0.31
C 1.07 0.13 -0.23
C 1.96 1.07 -0.49
C 1.84 2.47 -0.03
C 0.56 3.12 -0.47
H -1.77 1.47 -1.28
H -0.76 -0.73 -1.09
H -2.37 0.49 0.02
H 0.16 2.62 -1.34
H -0.53 4.15 1.21
H -2.14 2.20 1.56
H 0.83 4.14 -0.74
H 1.85 2.39 1.05
H 3.00 0.76 -0.73
H 2.73 3.03 -0.35
H -0.59 -0.63 0.50
H 1.48 -0.89 -0.14
P -2.04 -0.33 -3.67
C -1.96 1.57 -3.64
C -2.44 -0.31 -5.46
P 0.29 -1.90 -2.64
C -0.19 -0.43 -3.71
C -0.50 -3.39 -3.68
C 2.00 -1.77 -3.17
H -1.03 1.97 -3.20
H -2.82 2.01 -3.12
H -1.98 1.93 -4.67
H -1.78 0.39 -5.97
H -3.47 0.05 -5.53
H -2.36 -1.30 -5.91
H 2.02 -1.55 -4.25
H 2.50 -2.73 -2.99
H 2.57 -0.98 -2.66
H 0.31 0.49 -3.32
H 0.17 -0.63 -4.74
H 0.18 -4.12 -3.18
H -0.28 -2.96 -4.68
H -1.53 -3.78 -3.59
C 3.97 3.96 4.37
C 3.42 2.77 4.87
C 2.35 2.12 4.18
C 1.81 2.84 3.18
C 2.18 4.06 2.71
C 3.39 4.58 3.26
H 4.85 4.41 4.84
H 3.84 2.31 5.77
H 2.02 1.13 4.47
H 1.60 4.62 1.97
H 3.84 5.44 2.78
*
```

No. 3
ORCA calculation (ωB97M-V with the def2-TZVPD basis set) on a molecular structure, C29H46GdP2S in a non-equilibrium geometry.

Computed properties:
HOMO (alpha / beta) ... -8.870 / -8.161 eV
LUMO level (alpha / beta) ... -0.092 / -0.128 Ha
Energy relative to the best compared isomer or geometry (same formula, charge and spin) ... 26.5 kcal per mole
Gap between HOMO and LUMO (alpha / beta) ... 6.361 / 4.675 eV
Total energy ... -81055.2099 eV

```
! RIJCOSX wB97M-V def2-TZVPD def2/J DEFGRID3
* xyz 1 8
Gd 0.40 0.27 -0.56
C -0.66 -2.27 2.01
C 0.59 -2.53 1.37
C 0.95 -1.07 3.12
C -0.45 -1.33 3.06
C 1.59 -1.77 2.07
C -1.92 -3.00 1.76
H -1.90 -3.55 0.81
H -2.78 -2.31 1.75
H -2.12 -3.74 2.56
C -1.49 -0.83 3.96
H -2.45 -1.35 3.79
H -1.67 0.25 3.81
H -1.20 -0.96 5.01
C 1.64 -0.28 4.17
H 1.03 -0.22 5.08
H 1.88 0.74 3.83
H 2.59 -0.77 4.43
C 3.05 -1.85 1.89
H 3.48 -2.69 2.48
H 3.55 -0.92 2.21
H 3.33 -2.03 0.84
C 0.88 -3.53 0.32
H 1.35 -4.44 0.76
H 1.57 -3.15 -0.45
H -0.03 -3.85 -0.19
C -1.35 1.22 -2.87
C -1.90 -0.05 -3.54
C -1.00 -0.91 -4.45
C 0.51 -1.08 -4.15
C 0.92 -0.88 -2.64
C 1.83 0.40 -2.42
C 1.26 1.76 -2.90
C -0.11 1.80 -3.57
H -1.08 -0.55 -5.49
H 1.15 -0.43 -4.76
H -1.45 -1.91 -4.47
H -0.05 1.39 -4.58
H -2.12 2.00 -3.10
H -2.84 0.14 -4.09
H -0.34 2.87 -3.74
H 1.33 2.50 -2.07
H 2.72 0.16 -3.03
H 1.97 2.15 -3.65
H 0.78 -2.12 -4.42
H 1.50 -1.77 -2.36
P -2.77 -0.52 -1.96
C -4.41 -0.04 -1.41
C -2.28 -2.21 -1.75
P 3.22 0.58 -0.91
C -1.61 0.79 -1.41
C 4.44 -0.69 -1.36
C 3.91 2.26 -1.14
H -4.42 0.36 -0.38
H -5.07 -0.93 -1.45
H -4.85 0.73 -2.06
H -1.28 -2.50 -2.09
H -2.99 -2.78 -2.38
H -2.37 -2.52 -0.70
H 3.49 2.79 -2.00
H 5.01 2.21 -1.22
H 3.65 2.84 -0.23
H -2.09 1.61 -0.83
H -0.08 -0.97 -2.13
H 5.25 -0.70 -0.60
H 4.88 -0.49 -2.35
H 3.97 -1.69 -1.37
S 0.36 2.25 1.29
C -0.66 2.91 2.51
C -0.60 2.46 3.85
C -1.34 3.07 4.86
C -2.16 4.17 4.57
C -2.23 4.63 3.24
C -1.52 4.00 2.23
H 0.06 1.63 4.10
H -1.28 2.70 5.88
H -2.72 4.66 5.36
H -2.85 5.51 3.02
H -1.59 4.36 1.20
*
```

Which of these has the highest total energy?
C29H46Cl2IrN4